(1)
The following is a DFT calculation (the ωB97M-V functional and the def2-TZVPD basis) of the molecule C21H31N3O4.

Structure (XYZ):
```
59
Properties=species:S:1:pos:R:3:nbo_charge:R:1
C -0.164 4.134 -1.434 -0.2510
O 0.501 3.449 -0.404 -0.5074
C 1.556 4.047 0.209 0.3897
C 2.048 5.306 -0.112 -0.3152
C 3.128 5.831 0.581 -0.1933
C 3.723 5.114 1.600 -0.2461
C 3.233 3.857 1.921 -0.1901
C 2.159 3.312 1.243 -0.0971
C 1.636 1.936 1.553 -0.2406
N 1.932 1.053 0.439 -0.4431
C 3.304 0.619 0.356 -0.2285
C 3.567 0.244 -1.099 -0.2103
N 2.556 -0.690 -1.537 -0.6075
C 1.310 -0.801 -1.041 0.6939
O 0.509 -1.573 -1.540 -0.6569
C 0.987 -0.008 0.215 -0.1265
C 0.843 -1.035 1.383 -0.5195
C -0.620 -1.425 1.512 0.7027
O -1.428 -0.585 1.872 -0.6559
N -0.981 -2.697 1.238 -0.4393
C -0.078 -3.720 0.758 -0.4221
C -2.392 -3.025 1.251 -0.2039
C -2.989 -3.159 -0.156 -0.2249
C -4.483 -3.478 -0.070 -0.4273
C -5.078 -3.531 -1.478 -0.0586
O -4.887 -2.325 -2.176 -0.5302
C -3.517 -2.015 -2.314 -0.0590
C -2.810 -1.875 -0.967 -0.4598
H 0.501 4.337 -2.280 0.1748
H -0.964 3.470 -1.759 0.2041
H -0.598 5.075 -1.080 0.1770
H 1.599 5.889 -0.901 0.2166
H 3.498 6.811 0.318 0.2131
H 4.561 5.525 2.141 0.2130
H 3.691 3.292 2.721 0.2089
H 2.073 1.580 2.500 0.1773
H 0.551 1.979 1.661 0.2366
H 3.522 -0.241 1.013 0.1677
H 3.956 1.446 0.640 0.2226
H 3.532 1.152 -1.712 0.1935
H 4.551 -0.220 -1.212 0.1991
H 2.727 -1.196 -2.396 0.4051
H 0.006 0.461 0.069 0.2514
H 1.508 -1.882 1.236 0.2152
H 1.111 -0.525 2.310 0.2389
H 0.739 -3.884 1.463 0.1955
H 0.327 -3.459 -0.222 0.2292
H -0.631 -4.652 0.667 0.2093
H -2.897 -2.216 1.783 0.2418
H -2.535 -3.959 1.807 0.1875
H -2.486 -3.977 -0.685 0.1904
H -4.987 -2.694 0.498 0.2060
H -4.650 -4.433 0.433 0.2048
H -6.159 -3.686 -1.439 0.1898
H -4.621 -4.364 -2.039 0.1518
H -3.481 -1.078 -2.872 0.1910
H -3.020 -2.799 -2.908 0.1538
H -1.752 -1.677 -1.143 0.2518
H -3.237 -1.037 -0.415 0.2103
```

Results
Frontier orbital gap = 9.155 eV
Charge = 0
ΔE to the lowest compared entry with this formula, charge and spin = 43.1 kcal/mol
E_HOMO = -8.4979 eV


(2)
The following is a DFT calculation (the ωB97M-V functional and the def2-TZVPD basis) of a structure of composition C21H31NOP2Pd.

Structure (XYZ):
```
57
Properties=species:S:1:pos:R:3:mulliken_spin:R:1
C -1.090 -2.629 3.468 0.1192
C -0.695 -2.250 2.185 0.0244
C -1.591 -1.479 1.396 0.1789
C -2.860 -1.057 1.940 -0.0255
C -3.167 -1.408 3.279 0.1709
C -2.303 -2.193 4.018 0.0854
C -3.719 -0.304 1.116 0.3924
C -3.493 -0.224 -0.272 -0.0176
C -2.226 -0.687 -0.784 0.1641
C -1.964 -0.664 -2.180 0.0141
C -2.949 -0.175 -3.037 0.1207
C -4.162 0.329 -2.546 0.0845
C -4.432 0.313 -1.189 0.1717
H -0.419 -3.260 4.054 0.0082
H -4.113 -1.050 3.691 0.0055
H -2.551 -2.478 5.042 0.0043
H -4.678 0.028 1.514 -0.0100
H -2.754 -0.174 -4.110 0.0085
H -4.887 0.739 -3.249 0.0042
H -5.369 0.700 -0.786 0.0057
N -1.244 -1.012 0.138 0.6183
Pd 0.488 0.108 0.014 1.3839
C 0.693 -2.596 1.679 0.0104
H 0.667 -3.124 0.715 0.0028
H 1.237 -3.195 2.419 0.0051
C -0.613 -1.090 -2.726 0.0289
H -0.325 -2.096 -2.388 0.0044
H -0.612 -1.054 -3.822 0.0049
P 1.707 -1.084 1.440 0.1485
P 0.717 0.053 -2.197 0.1616
C 0.345 1.600 -3.048 0.0144
H 1.077 2.359 -2.739 0.0008
H 0.402 1.430 -4.131 0.0160
H -0.665 1.930 -2.777 -0.0110
C 2.299 -0.530 -2.833 0.0170
H 2.306 -0.431 -3.927 0.0089
H 3.089 0.092 -2.386 -0.0004
H 2.450 -1.579 -2.547 0.0018
C 1.852 -0.388 3.101 -0.0020
H 2.341 -1.115 3.763 0.0153
H 2.451 0.529 3.035 0.0091
H 0.855 -0.143 3.488 -0.0088
C 3.359 -1.559 0.901 0.0197
H 3.918 -0.642 0.666 0.0020
H 3.858 -2.113 1.708 0.0072
H 3.295 -2.179 -0.002 0.0026
H -3.825 1.766 1.923 -0.0102
H -3.399 2.386 2.021 0.0201
C 3.679 4.340 -0.331 -0.0012
C 3.041 3.146 -1.017 0.0046
O 3.515 1.864 -0.567 0.0155
H 3.307 4.444 0.692 0.0008
H 3.415 5.251 -0.873 -0.0001
H 4.769 4.252 -0.311 0.0002
H 1.947 3.158 -0.897 -0.0010
H 3.236 3.158 -2.095 -0.0026
H 3.789 1.984 0.358 0.0028
```

Results
Frontier orbital gap (spin up / spin down) = 6.269 / 5.605 eV
Charge = +2
Multiplicity = 5
E_HOMO (spin up / spin down) = -12.1917 / -14.7288 eV


(3)
The following is a DFT calculation (the ωB97M-V functional and the def2-TZVPD basis) of the molecule C21H32ClN3O4S2.

Structure (XYZ):
```
63
Properties=species:S:1:pos:R:3:nbo_charge:R:1
C -0.222 -4.549 -2.150 -0.2485
C -0.868 -3.648 -1.668 -0.0044
C -1.415 -2.461 -0.929 -0.4884
C -0.403 -1.281 -0.720 -0.0200
C 0.414 -1.217 -2.047 -0.4331
C 1.181 0.126 -2.288 -0.5302
S 1.411 0.525 -4.068 0.2514
C -0.028 1.492 -4.452 0.2974
N -1.097 1.131 -5.086 -0.2776
N -1.873 2.266 -5.068 -0.2936
C -1.277 3.204 -4.447 0.2733
O -0.051 2.766 -4.016 -0.4244
C 0.555 -1.412 0.511 -0.2388
C 0.246 -2.469 1.600 -0.4702
C 0.644 -3.903 1.164 -0.1556
C 1.866 -4.219 0.761 -0.4177
C 0.796 0.084 0.909 0.1785
C 1.195 0.430 2.361 -0.4492
C 0.736 1.824 2.848 -0.4040
C 1.611 3.039 2.383 -0.4178
C 2.948 2.690 1.695 -0.6414
S 4.247 2.175 2.880 2.0878
O 5.264 3.178 2.888 -0.9000
O 3.703 1.843 4.157 -0.8899
Cl 5.110 0.522 1.953 -0.2453
O -0.364 0.746 0.436 -0.5870
C -1.280 0.001 -0.327 0.4728
C -1.856 0.746 -1.588 -0.6574
N -2.487 -0.442 0.406 -0.6845
C -3.038 0.614 1.294 -0.2238
C -4.561 0.822 0.951 -0.6302
H 0.251 -5.476 -2.426 0.2386
H -2.275 -2.098 -1.525 0.2274
H -1.840 -2.847 0.011 0.2575
H 1.184 -2.003 -1.976 0.2359
H -0.233 -1.383 -2.926 0.2337
H 0.773 0.994 -1.754 0.2355
H 2.211 -0.007 -1.903 0.2280
H -1.687 4.201 -4.307 0.2195
H 1.542 -1.705 0.095 0.2066
H -0.843 -2.453 1.784 0.2224
H 0.771 -2.294 2.554 0.2298
H -0.153 -4.658 1.216 0.2042
H 2.635 -3.435 0.746 0.1902
H 2.053 -5.242 0.423 0.2096
H 1.693 0.336 0.296 0.1428
H 0.682 -0.306 3.014 0.2195
H 2.270 0.230 2.516 0.2167
H -0.292 2.022 2.493 0.2279
H 0.688 1.820 3.948 0.2223
H 1.854 3.622 3.293 0.2287
H 1.044 3.733 1.737 0.2281
H 2.880 1.982 0.858 0.2511
H 3.346 3.629 1.266 0.2670
H -2.092 -0.054 -2.316 0.2220
H -2.810 1.252 -1.373 0.2139
H -1.167 1.498 -2.002 0.2081
H -3.227 -0.630 -0.262 0.3639
H -3.021 0.232 2.326 0.1982
H -2.566 1.600 1.167 0.1940
H -4.821 1.828 1.341 0.2141
H -5.217 0.119 1.484 0.2152
H -4.740 0.871 -0.136 0.1993
```

Results
Frontier orbital gap = 9.015 eV
Charge = 0
E_HOMO = -9.0983 eV